Entry 1:
This record from OMol25 describes one molecule with the formula C23H23N3O. The level of theory is ωB97M-V/def2-TZVPD.

Geometry as XYZ:
```
50
C23H23N3O | OMol25 | ωB97M-V/def2-TZVPD
C 0.367 -3.305 0.321
C 0.341 -1.843 -0.023
C 0.311 -0.750 0.792
C 0.180 -0.499 2.272
C -0.143 -1.558 3.232
C -1.363 -2.319 3.074
C -1.764 -3.285 3.963
C -0.990 -3.530 5.101
C 0.177 -2.757 5.319
C 0.608 -1.805 4.412
N 0.304 0.726 2.742
C 0.471 1.774 1.909
O 0.619 2.818 2.518
N 0.292 1.706 0.537
C -0.321 2.780 -0.252
C 0.619 3.973 -0.476
C -1.671 3.243 0.410
C 0.330 0.423 -0.052
C 0.352 -0.048 -1.358
C 0.428 0.636 -2.636
C 1.618 1.273 -3.003
C 1.687 1.942 -4.245
C 0.591 1.948 -5.122
C -0.598 1.319 -4.726
C -0.665 0.654 -3.491
N 0.394 -1.434 -1.372
C 0.490 -2.299 -2.571
H 1.197 -3.874 -0.127
H -0.567 -3.745 -0.047
H 0.468 -3.480 1.418
H -2.039 -2.095 2.274
H -2.695 -3.827 3.782
H -1.310 -4.275 5.862
H 0.755 -2.872 6.213
H 1.476 -1.192 4.661
H -0.638 2.428 -1.208
H 0.134 4.667 -1.204
H 1.551 3.603 -0.885
H 0.790 4.533 0.442
H -2.156 3.988 -0.213
H -1.577 3.727 1.388
H -2.290 2.379 0.444
H 2.466 1.302 -2.345
H 2.552 2.508 -4.524
H 0.665 2.561 -6.016
H -1.466 1.315 -5.362
H -1.560 0.166 -3.144
H 1.020 -1.750 -3.371
H 1.062 -3.246 -2.400
H -0.499 -2.604 -2.914
```

Its gap between HOMO and LUMO is 0.291 Eh. Its SMILES is Cc1c2c(-c3ccccc3)nc(=O)n(C(C)C)c2c(-c2ccccc2)n1C. The lowest unoccupied orbital energy comes out at 0.25 eV. As for the energy above the lowest of the compared OMol25 structures with the same formula, charge and spin: 31.6 kcal per mole. The charge is 0. For the HOMO energy, the calculation gives -7.6768 eV.



Entry 2:
This record from OMol25 describes one molecule with the formula C5H6O3. The level of theory is ωB97M-V/def2-TZVPD.

Geometry as XYZ:
```
14
C5H6O3 | OMol25 | ωB97M-V/def2-TZVPD
C -1.891 -1.125 -0.404
C -1.110 -0.548 0.741
O -1.261 -0.708 1.913
O -0.527 0.812 0.210
C 0.793 0.607 0.248
C 1.679 1.504 -0.548
C 1.124 -0.647 0.730
O 1.834 -1.358 1.345
H -2.855 -0.610 -0.458
H -1.366 -0.994 -1.348
H -2.076 -2.177 -0.199
H 2.729 1.265 -0.382
H 1.443 1.444 -1.614
H 1.484 2.534 -0.234
```

Its gap between HOMO and LUMO (alpha / beta) is 0.264 / 0.264 Eh. Its SMILES is CC(=O)OC(C)=C=O. The lowest unoccupied orbital energy (alpha / beta) comes out at -0.62 / -0.62 eV. As for the energy above the lowest of the compared OMol25 structures with the same formula, charge and spin: 60.0 kcal per mole. The charge is 0. For the HOMO energy (alpha / beta), the calculation gives -7.8188 / -7.8175 eV.



Entry 3:
This record from OMol25 describes a 2-piece molecular cluster, C5H11O3 overall. The level of theory is ωB97M-V/def2-TZVPD.

Geometry as XYZ:
```
19
C5H11O3 | OMol25 | ωB97M-V/def2-TZVPD
C 1.685 -1.328 -0.074
C 0.830 -1.411 -1.315
C 3.215 -1.513 -0.337
O 1.670 -0.049 0.545
H 1.260 -2.059 0.634
H 1.089 -0.494 -1.914
H 3.719 -0.563 -0.470
H 3.680 -1.906 0.576
H 3.363 -2.143 -1.213
H 0.815 0.422 0.541
H -0.213 -1.069 -1.171
H 0.673 -2.307 -1.909
C -2.430 1.180 1.701
C -2.072 1.229 0.164
O -0.806 1.011 0.040
O -2.866 1.395 -0.725
H -3.479 0.952 1.766
H -2.402 2.243 1.948
H -1.726 0.544 2.223
```

Its gap between HOMO and LUMO (alpha / beta) is 0.392 / 0.230 Eh. As for the spin multiplicity: 2. The lowest unoccupied orbital energy (alpha / beta) comes out at 0.64 / -3.74 eV. As for the energy above the lowest of the compared OMol25 structures with the same formula, charge and spin: 28.2 kcal per mole. The charge is 0. As for the expectation value of S²: 0.754. For the HOMO energy (alpha / beta), the calculation gives -10.0129 / -9.9884 eV.



Entry 4:
This record from OMol25 describes a 5-piece molecular cluster, C5H16O5 overall. The level of theory is ωB97M-V/def2-TZVPD.

Geometry as XYZ:
```
26
C5H16O5 | OMol25 | ωB97M-V/def2-TZVPD
C 1.552 -2.964 -0.255
C 0.321 -2.828 -0.738
C -0.347 -1.515 -0.700
C -1.506 -1.264 -1.280
C -2.365 -0.074 -1.268
O -1.643 1.125 -0.878
H 2.153 -2.184 0.184
H 2.213 -3.773 -0.533
H -0.175 -3.587 -1.335
H 0.154 -0.805 -0.066
H -2.046 -2.121 -1.716
H -3.135 -0.150 -0.475
H -2.900 0.232 -2.172
H -1.400 1.051 0.035
O 1.784 0.197 2.951
H 1.587 -0.431 2.220
H 2.106 0.994 2.502
O 2.226 2.054 0.177
H 2.982 2.307 -0.333
H 1.424 2.025 -0.366
O -1.285 0.152 2.505
H -0.598 0.591 3.023
H -1.050 -0.774 2.415
O 0.445 2.979 -1.624
H 0.296 3.904 -1.675
H -0.278 2.378 -1.771
```

Its gap between HOMO and LUMO is 0.356 Eh. Its SMILES is C=C/C=C/CO.O.O.O.O. The lowest unoccupied orbital energy comes out at 0.63 eV. As for the energy above the lowest of the compared OMol25 structures with the same formula, charge and spin: 39.7 kcal per mole. The charge is 0. For the HOMO energy, the calculation gives -9.0549 eV.



Entry 5:
This record from OMol25 describes C8H16O16S4 as an isolated structure. The level of theory is ωB97M-V/def2-TZVPD.

Geometry as XYZ:
```
44
C8H16O16S4 | OMol25 | ωB97M-V/def2-TZVPD
C -1.488 0.011 -3.349
C -1.205 -1.005 -2.214
O 0.174 -1.364 -2.486
S 1.033 -0.238 -3.221
O 1.513 -0.835 -4.424
O 1.888 0.425 -2.280
O -0.252 0.750 -3.548
H -2.388 0.644 -3.222
H -1.711 -0.542 -4.211
H -1.840 -1.923 -2.209
H -1.117 -0.504 -1.227
C 1.735 4.092 -1.765
C 0.806 5.292 -1.701
O -0.511 4.691 -1.694
S -0.356 3.443 -0.692
O -1.250 2.329 -0.997
O -0.282 4.020 0.613
O 1.108 3.032 -1.069
H 2.697 4.261 -1.264
H 1.875 3.634 -2.760
H 0.825 6.005 -2.514
H 0.974 5.819 -0.690
C -0.065 -4.248 2.709
C 0.208 -4.165 1.172
O -1.071 -4.244 0.649
S -2.168 -3.498 1.510
O -3.305 -4.332 1.554
O -2.418 -2.190 1.072
O -1.250 -3.378 2.828
H 0.684 -3.755 3.402
H -0.483 -5.234 3.068
H 0.744 -5.075 0.906
H 0.627 -3.294 0.770
C -0.025 0.265 1.582
C -0.297 0.787 2.996
O 0.762 0.217 3.733
S 1.923 -0.516 2.836
O 1.723 -1.922 2.834
O 3.117 0.013 3.218
O 1.365 0.030 1.462
H -0.292 0.881 0.767
H -0.497 -0.711 1.395
H -1.223 0.454 3.453
H -0.284 1.876 3.006
```

Its gap between HOMO and LUMO is 0.419 Eh. The lowest unoccupied orbital energy comes out at 0.41 eV. As for the energy above the lowest of the compared OMol25 structures with the same formula, charge and spin: 20.5 kcal per mole. The charge is 0. For the HOMO energy, the calculation gives -11.0009 eV.



Q: What is the energy above the lowest of the compared OMol25 structures with the same formula, charge and spin in the first record?
A: 31.6 kcal per mole



Q: What is the charge in the second record?
A: 0



Q: Look up the charge of the fifth one.
A: 0